Density functional theory data (ωB97M-V/def2-TZVPD) for a structure of composition C29H28F3N4O3S2Ti in a non-equilibrium geometry.

Geometry as XYZ:
```
70
Properties=species:S:1:pos:R:3:lowdin_charge:R:1
Ti 0.011 0.290 -0.183 0.72
N 2.293 -2.052 -2.315 0.06
N 1.458 -1.992 -3.421 -0.06
C 0.159 -1.765 -3.281 -0.74
N -0.602 -1.762 -4.374 0.14
S -0.650 -1.571 -1.769 0.71
H 2.944 -1.276 -2.328 0.08
H 2.778 -2.941 -2.288 0.11
H 1.852 -2.032 -4.352 0.16
H -0.251 -2.003 -5.288 0.13
H -1.579 -1.548 -4.275 0.11
O 1.095 1.212 3.008 -0.05
C -0.300 1.262 3.182 -0.20
C -0.976 2.202 2.207 -0.23
C -1.889 3.127 2.688 0.01
C -2.511 4.009 1.820 -0.01
C -2.177 3.961 0.481 -0.02
C -1.265 3.011 0.059 -0.11
N -0.679 2.126 0.882 0.01
H 1.495 1.976 3.438 0.11
H -0.563 1.564 4.200 0.13
H -0.677 0.249 3.034 0.09
H -2.102 3.152 3.747 0.12
H -3.230 4.727 2.189 0.12
H -2.608 4.638 -0.240 0.12
H -0.997 2.961 -0.988 0.10
O -6.947 2.422 -2.533 0.12
C -6.983 1.307 -1.773 -0.48
O -8.011 0.720 -1.601 0.14
C -5.686 0.854 -1.175 -0.13
C -4.443 1.210 -1.686 -0.02
C -3.280 0.727 -1.108 -0.13
C -3.347 -0.110 0.000 -0.61
S -1.910 -0.732 0.804 0.67
C -4.593 -0.476 0.513 -0.09
C -5.749 -0.004 -0.076 0.01
H -6.085 2.848 -2.482 0.09
H -4.356 1.830 -2.570 0.12
H -2.329 0.981 -1.559 0.06
H -4.648 -1.135 1.369 0.11
H -6.720 -0.295 0.299 0.13
F 1.542 0.741 -2.759 0.05
C 0.560 1.325 -2.019 -0.60
F -0.471 1.533 -2.891 0.03
F 1.047 2.580 -1.761 0.04
C 4.557 -3.619 3.507 -0.07
C 4.592 -2.234 3.429 -0.06
C 3.651 -1.555 2.677 -0.02
C 2.655 -2.259 1.997 -0.21
C 2.607 -3.651 2.111 -0.03
C 3.563 -4.328 2.849 -0.07
C 1.630 -1.582 1.195 -0.05
C 1.713 -0.403 0.558 -0.23
C 2.891 0.448 0.309 -0.26
C 4.056 -0.110 -0.237 -0.06
C 5.139 0.684 -0.560 -0.06
C 5.082 2.059 -0.365 -0.07
C 3.939 2.627 0.167 -0.06
C 2.853 1.831 0.506 -0.06
H 5.298 -4.145 4.094 0.11
H 5.354 -1.683 3.962 0.11
H 3.672 -0.476 2.630 0.12
H 1.816 -4.198 1.613 0.12
H 3.525 -5.406 2.922 0.11
H 0.694 -2.141 1.114 0.09
H 4.114 -1.185 -0.361 0.11
H 6.037 0.233 -0.960 0.11
H 5.929 2.679 -0.625 0.11
H 3.888 3.696 0.323 0.11
H 1.972 2.289 0.936 0.09
```

Values from the calculation:
**Net charge**: +1
**Energy relative to the best compared isomer or geometry (same formula, charge and spin)**: 32.16 kcal per mole
**HOMO**: -10.77 eV
**Energy**: -95563.271 eV
**HOMO-LUMO gap**: 0.2585 Ha